ORCA calculation (ωB97M-V/def2-TZVPD) on the molecule C4H8N2S.

```
! RIJCOSX wB97M-V def2-TZVPD def2/J DEFGRID3
* xyz 0 1
H 3.31864 1.50019 -0.80121
N 2.85387 1.11705 -0.01521
C 2.10908 0.01150 -0.25884
N 1.32919 -0.64945 0.75800
S -0.14180 -1.03693 -0.14983
C -1.22193 0.37304 -0.55396
C -2.64013 0.08898 -0.16891
C -1.97835 1.09091 0.62509
H 1.98305 -0.24864 -1.39591
H 1.23397 -0.43057 1.69700
H -1.04615 0.88415 -1.46380
H -2.84836 -0.89633 0.25871
H -3.24552 0.41581 -0.95119
H -2.31052 2.13456 0.44944
H -1.70982 0.57201 1.54441
*
```

Energy relative to the best compared isomer or geometry (same formula, charge and spin) in eV: 3.645
Structure (SMILES): [H]/N=C/NSC1CC1
Maximum force in eV Å⁻¹: 6.50
LUMO in Eh: 0.0329